one) Formula: C7H14O
Source: the Open Molecules 2025 dataset
Level of theory: wB97M-V/def2-TZVPD

ORCA input file:
```
! wB97M-V def2-TZVPD RIJCOSX def2/J DEFGRID3
* xyz 0 1
C 1.707 1.086 1.079
C 1.208 0.183 -0.027
C 2.301 -0.149 -1.021
C -0.045 -0.340 -0.131
C -0.360 -1.572 -0.944
C -1.202 0.377 0.531
C -2.583 -0.266 0.454
O -1.295 1.692 -0.031
H 1.000 1.184 1.906
H 2.634 0.679 1.501
H 1.914 2.089 0.693
H 1.903 -0.453 -1.994
H 2.949 -0.945 -0.643
H 2.917 0.737 -1.214
H -0.934 -2.284 -0.341
H 0.536 -2.110 -1.266
H -0.943 -1.318 -1.834
H -0.837 0.513 1.588
H -3.327 0.363 0.956
H -2.916 -0.361 -0.586
H -2.600 -1.255 0.919
H -2.029 2.150 0.407
*
```

Properties
* HOMO level: -0.3048 Eh
* lowest unoccupied orbital energy: 0.93 eV

two) Formula: C7H14O
Source: the Open Molecules 2025 dataset
Level of theory: wB97M-V/def2-TZVPD

ORCA input file:
```
! wB97M-V def2-TZVPD RIJCOSX def2/J DEFGRID3
* xyz 0 1
C 1.692 -1.372 1.805
C 0.443 -0.924 1.750
C -0.292 -0.618 0.513
C 0.146 -0.934 -0.713
C -0.542 -0.780 -2.048
C -1.734 -0.131 0.701
C -2.595 -1.112 1.513
H 2.161 -1.468 2.784
H 2.337 -1.795 1.048
H -0.141 -0.795 2.652
H 1.091 -1.448 -0.828
H -0.386 0.223 -2.453
H -1.609 -0.925 -1.925
H -0.197 -1.510 -2.778
H -1.616 0.865 1.151
H -2.226 0.054 -0.250
H -2.470 -2.097 1.076
H -3.672 -0.922 1.436
H -2.397 -0.940 2.566
O 2.469 4.651 -2.607
H 2.698 3.813 -3.036
H 3.212 4.872 -2.027
*
```

Properties
* HOMO level: -0.3068 Eh
* lowest unoccupied orbital energy: 0.83 eV

three) Formula: C7H14O
Source: the Open Molecules 2025 dataset
Level of theory: wB97M-V/def2-TZVPD

ORCA input file:
```
! wB97M-V def2-TZVPD RIJCOSX def2/J DEFGRID3
* xyz 0 1
C -0.109 1.006 3.326
C -1.275 0.689 2.769
C -1.343 -0.237 1.562
C -0.868 0.448 0.277
C -0.906 -0.444 -0.975
C 0.479 -0.946 -1.416
C 1.305 0.091 -2.138
O 2.428 -0.437 -2.797
H -0.069 1.515 4.282
H 0.827 0.729 2.856
H -2.200 0.933 3.281
H -2.356 -0.632 1.513
H -0.676 -1.071 1.716
H -1.449 1.353 0.071
H 0.135 0.830 0.489
H -1.587 -0.008 -1.706
H -1.462 -1.371 -0.781
H 0.935 -1.317 -0.526
H 0.337 -1.843 -2.034
H 1.518 0.920 -1.449
H 0.707 0.647 -2.876
H 2.363 -1.406 -2.771
*
```

Properties
* HOMO level: -0.3543 Eh
* lowest unoccupied orbital energy: 1.00 eV

four) Formula: C7H14O
Source: the Open Molecules 2025 dataset
Level of theory: wB97M-V/def2-TZVPD

ORCA input file:
```
! wB97M-V def2-TZVPD RIJCOSX def2/J DEFGRID3
* xyz 0 1
C -0.838 1.523 3.210
C -0.620 1.062 1.785
C -0.126 -0.125 1.439
C -0.057 -0.389 -0.044
C -1.093 -0.893 -0.699
C -1.119 -1.223 -2.172
C 0.083 -1.920 -2.819
H -1.830 1.176 3.519
H -0.983 2.596 3.072
H 0.003 1.405 3.891
H -1.113 1.620 0.984
H 0.369 -0.829 2.081
H 0.959 -0.378 -0.468
H -2.116 -0.844 -0.324
H -2.142 -1.503 -2.532
H -1.239 -0.222 -2.665
H 0.300 -2.855 -2.293
H 0.060 -2.193 -3.869
H 0.913 -1.283 -2.521
O 3.867 1.674 0.018
H 3.615 1.780 0.948
H 3.105 1.821 -0.541
*
```

Properties
* HOMO level: -0.3337 Eh
* lowest unoccupied orbital energy: 0.78 eV

Stability verdict: one), ahead by 12.0 kcal/mol

one) Formula: C3H9PS
Source: the Open Molecules 2025 dataset
Level of theory: wB97M-V/def2-TZVPD

ORCA input file:
```
! wB97M-V def2-TZVPD RIJCOSX def2/J DEFGRID3
* xyz 0 1
C -1.642 2.906 -0.057
C -1.454 1.484 -0.419
P -0.824 0.241 0.510
S 0.371 0.702 2.139
H -2.056 3.452 -0.852
H -2.293 2.995 0.849
H -0.745 3.396 0.288
H -2.176 1.060 -1.061
H 0.993 -0.545 1.974
C 1.883 -3.209 -0.623
H 2.371 -3.968 -1.050
H 1.025 -3.103 -1.213
H 2.072 -3.160 0.403
H 2.475 -2.250 -0.886
*
```

Properties
* HOMO level: -0.3216 Eh
* lowest unoccupied orbital energy: 0.35 eV

two) Formula: C3H9PS
Source: the Open Molecules 2025 dataset
Level of theory: wB97M-V/def2-TZVPD

ORCA input file:
```
! wB97M-V def2-TZVPD RIJCOSX def2/J DEFGRID3
* xyz 0 1
C 0.640 -0.858 -1.578
P 0.832 -0.461 0.187
C -1.117 -0.930 1.202
C 0.400 1.324 -0.156
S 0.197 2.297 1.360
H 1.548 -0.898 -2.084
H -0.026 -0.115 -2.187
H 0.280 -1.941 -1.776
H -1.264 -1.919 1.290
H -1.842 -0.510 0.635
H -0.879 -0.493 2.207
H 1.356 1.828 -0.617
H -0.453 1.330 -0.814
H 0.327 1.347 2.330
*
```

Properties
* HOMO level: -0.3259 Eh
* lowest unoccupied orbital energy: 0.92 eV

three) Formula: C3H9PS
Source: the Open Molecules 2025 dataset
Level of theory: wB97M-V/def2-TZVPD

ORCA input file:
```
! wB97M-V def2-TZVPD RIJCOSX def2/J DEFGRID3
* xyz 0 1
C 1.279 1.645 -0.057
C 0.602 0.502 0.661
P 0.266 -0.918 -0.469
C -1.134 -1.817 0.606
S -1.096 -0.079 -1.887
H 0.737 1.579 -0.975
H 0.916 2.540 0.286
H 2.323 1.684 -0.184
H -0.404 1.073 0.749
H 0.928 0.193 1.656
H -0.611 -1.937 1.549
H -1.346 -2.707 0.176
H -1.954 -1.211 0.904
H -0.505 -0.545 -3.014
*
```

Properties
* HOMO level: -0.3265 Eh
* lowest unoccupied orbital energy: 0.89 eV

Stability verdict: three), ahead by 27.6 kcal/mol

one) Formula: C3H4NO
Source: the Open Molecules 2025 dataset
Level of theory: wB97M-V/def2-TZVPD

ORCA input file:
```
! wB97M-V def2-TZVPD RIJCOSX def2/J DEFGRID3
* xyz 1 1
C -0.036 -0.891 -1.195
N -0.018 0.376 -1.240
C -0.467 -0.260 0.026
C -0.276 0.178 1.368
O -1.558 -0.001 0.722
H 0.130 -1.766 -1.800
H 0.099 1.139 -1.902
H 0.002 1.206 1.561
H -0.066 -0.524 2.168
*
```

Properties
* HOMO level: -0.6107 Eh
* lowest unoccupied orbital energy: -6.00 eV

two) Formula: C3H4NO
Source: the Open Molecules 2025 dataset
Level of theory: wB97M-V/def2-TZVPD

ORCA input file:
```
! wB97M-V def2-TZVPD RIJCOSX def2/J DEFGRID3
* xyz 1 1
C -0.348 0.584 -0.409
C -0.860 -0.786 0.649
C 0.993 0.169 -0.431
N 1.354 -0.854 0.183
O 0.212 -1.388 0.882
H -0.746 0.977 -1.323
H -1.847 -0.994 0.927
H 1.801 0.814 -0.760
H -0.559 1.477 0.281
*
```

Properties
* HOMO level: -0.6431 Eh
* lowest unoccupied orbital energy: -6.67 eV

three) Formula: C3H4NO
Source: the Open Molecules 2025 dataset
Level of theory: wB97M-V/def2-TZVPD

ORCA input file:
```
! wB97M-V def2-TZVPD RIJCOSX def2/J DEFGRID3
* xyz 1 1
C -0.101 0.671 -0.774
C 0.859 -0.825 0.341
C -0.920 0.244 0.354
N -0.211 -0.832 0.935
O 1.056 0.188 -0.590
H -0.263 1.600 -1.451
H 2.423 -2.387 -0.164
H -0.823 1.164 0.964
H -2.021 0.177 0.384
*
```

Properties
* HOMO level (alpha / beta): -0.5996 / -0.5884 Eh
* lowest unoccupied orbital energy (alpha / beta): -6.67 / -6.93 eV

Stability verdict: one), ahead by 5.5 kcal/mol

one) Formula: C5H8NO2
Source: the Open Molecules 2025 dataset
Level of theory: wB97M-V/def2-TZVPD

ORCA input file:
```
! wB97M-V def2-TZVPD RIJCOSX def2/J DEFGRID3
* xyz 1 1
C -1.203 -1.492 2.958
C 0.537 -0.856 -0.061
C -1.687 0.052 -1.333
C 1.325 -0.538 1.138
C -0.488 -0.268 -0.574
N -1.456 0.840 -0.108
O -1.561 -0.810 2.098
O -0.686 -2.106 3.772
H 2.201 -0.076 0.772
H 0.932 -1.655 -0.689
H -1.379 0.683 -2.088
H -2.572 -0.573 -1.502
H 1.385 -1.406 1.675
H 0.767 0.147 1.698
H -1.157 1.826 -0.341
H -2.119 0.626 0.719
*
```

Properties
* HOMO level: -0.5522 Eh
* lowest unoccupied orbital energy: -3.36 eV

two) Formula: C5H8NO2
Source: the Open Molecules 2025 dataset
Level of theory: wB97M-V/def2-TZVPD

ORCA input file:
```
! wB97M-V def2-TZVPD RIJCOSX def2/J DEFGRID3
* xyz 1 1
N 0.313 -0.970 1.037
C 0.749 -0.390 -0.259
O 0.675 -1.321 -1.248
C 0.278 1.040 -0.459
C -0.957 1.486 -0.647
C -2.217 0.840 -0.436
C -2.465 -0.372 -0.061
O -2.511 -1.478 0.279
H 0.786 -1.901 1.001
H -0.680 -1.040 0.996
H 0.683 -0.223 1.695
H 1.805 -0.150 -0.127
H -0.304 -1.403 -1.345
H 1.090 1.661 -0.682
H -1.048 2.457 -1.142
H -3.057 1.348 -0.710
*
```

Properties
* HOMO level: -0.4895 Eh
* lowest unoccupied orbital energy: -3.85 eV

Stability verdict: one), ahead by 18.5 kcal/mol

one) Formula: C2H4OS
Source: the Open Molecules 2025 dataset
Level of theory: wB97M-V/def2-TZVPD

ORCA input file:
```
! wB97M-V def2-TZVPD RIJCOSX def2/J DEFGRID3
* xyz 0 1
C 0.022 -0.784 -0.762
C 0.534 0.247 -0.065
O -0.095 0.217 1.334
S -0.611 1.422 -1.292
H 0.328 -1.668 -1.070
H -0.893 -0.887 0.034
H -0.869 0.751 1.517
H 1.586 0.702 0.304
*
```

Properties
* HOMO level: -0.3378 Eh
* lowest unoccupied orbital energy: -1.00 eV

two) Formula: C2H4OS
Source: the Open Molecules 2025 dataset
Level of theory: wB97M-V/def2-TZVPD

ORCA input file:
```
! wB97M-V def2-TZVPD RIJCOSX def2/J DEFGRID3
* xyz 0 1
O 1.405 -0.416 -0.129
C 0.234 0.433 0.162
C -0.944 -0.476 0.234
S -2.382 -0.097 -0.135
H 1.729 -0.168 -1.009
H 0.296 1.133 1.001
H 0.200 1.070 -0.694
H -0.539 -1.478 0.570
*
```

Properties
* HOMO level: -0.3253 Eh
* lowest unoccupied orbital energy: -0.05 eV

Stability verdict: two), ahead by 75.6 kcal/mol

one) Formula: C2H4OS
Source: the Open Molecules 2025 dataset
Level of theory: wB97M-V/def2-TZVPD

ORCA input file:
```
! wB97M-V def2-TZVPD RIJCOSX def2/J DEFGRID3
* xyz 0 1
O 0.370 -0.117 -1.778
C 0.798 -0.194 -0.682
C -0.032 -0.044 0.537
S -1.816 0.343 0.820
H 1.932 -0.358 -0.560
H 0.246 -0.988 1.058
H 0.486 0.855 1.171
H -1.983 0.503 -0.565
*
```

Properties
* HOMO level: -0.3476 Eh
* lowest unoccupied orbital energy: 0.85 eV

two) Formula: C2H4OS
Source: the Open Molecules 2025 dataset
Level of theory: wB97M-V/def2-TZVPD

ORCA input file:
```
! wB97M-V def2-TZVPD RIJCOSX def2/J DEFGRID3
* xyz 0 1
C -1.059 -0.428 0.031
O 0.272 -0.435 0.530
C 1.312 0.554 -0.038
S 2.839 0.134 0.128
H -1.589 -1.237 0.746
H -1.273 -0.668 -1.001
H -1.486 0.706 0.107
H 0.982 1.374 -0.503
*
```

Properties
* HOMO level: -0.3421 Eh
* lowest unoccupied orbital energy: -0.23 eV

three) Formula: C2H4OS
Source: the Open Molecules 2025 dataset
Level of theory: wB97M-V/def2-TZVPD

ORCA input file:
```
! wB97M-V def2-TZVPD RIJCOSX def2/J DEFGRID3
* xyz 0 1
C 1.112 -0.644 -0.003
C 0.236 0.160 0.493
O -2.894 0.777 -0.055
S -2.190 -0.710 0.065
H 2.182 -0.467 0.088
H 0.846 -1.540 -0.539
H 0.119 1.059 1.047
H -2.758 1.145 -0.938
*
```

Properties
* HOMO level (alpha / beta): -0.3196 / -0.3196 Eh
* lowest unoccupied orbital energy (alpha / beta): -0.56 / -0.56 eV

Stability verdict: one), ahead by 24.7 kcal/mol

one) Formula: C2H4OS
Source: the Open Molecules 2025 dataset
Level of theory: wB97M-V/def2-TZVPD

ORCA input file:
```
! wB97M-V def2-TZVPD RIJCOSX def2/J DEFGRID3
* xyz 0 1
C 0.752 1.137 -0.894
C -0.002 -0.910 0.426
O 0.972 2.150 -0.360
S -1.686 -0.804 0.234
H 0.603 0.769 -1.856
H 0.563 -1.560 -0.267
H 0.572 -0.815 1.378
H -1.775 0.032 1.338
*
```

Properties
* HOMO level (alpha / beta): -0.2692 / -0.2653 Eh
* lowest unoccupied orbital energy (alpha / beta): 0.67 / 0.86 eV

two) Formula: C2H4OS
Source: the Open Molecules 2025 dataset
Level of theory: wB97M-V/def2-TZVPD

ORCA input file:
```
! wB97M-V def2-TZVPD RIJCOSX def2/J DEFGRID3
* xyz 0 1
C -0.959 0.183 -0.734
C 1.650 0.876 1.392
O 2.512 0.298 1.851
S 0.535 -0.814 -0.457
H -1.728 -0.402 -1.225
H -0.658 1.013 -1.367
H -1.308 0.569 0.217
H -0.044 -1.722 0.322
*
```

Properties
* HOMO level: -0.3307 Eh
* lowest unoccupied orbital energy: 0.92 eV

Stability verdict: two), ahead by 76.7 kcal/mol

one) Formula: C3H10N2O2
Source: the Open Molecules 2025 dataset
Level of theory: wB97M-V/def2-TZVPD

ORCA input file:
```
! wB97M-V def2-TZVPD RIJCOSX def2/J DEFGRID3
* xyz 1 2
O -0.842 -1.582 1.343
C -1.389 -0.619 0.836
N -0.683 0.067 -0.141
C 0.552 -0.569 -0.570
N 0.416 -1.100 -1.852
C -2.562 0.122 1.471
H -1.219 0.541 -0.853
H 0.713 -1.400 0.174
H 1.339 0.185 -0.489
H 1.306 -1.311 -2.305
H -0.254 -1.867 -1.934
H -2.133 1.089 1.724
H -2.812 -0.353 2.418
H -3.373 0.296 0.765
H 4.139 2.525 -0.667
H 3.177 2.202 0.413
O 3.624 1.774 -0.331
*
```

Properties
* HOMO level (alpha / beta): -0.5422 / -0.5421 Eh
* ⟨S²⟩: 0.760
* lowest unoccupied orbital energy (alpha / beta): -3.13 / -8.68 eV

two) Formula: C3H10N2O2
Source: the Open Molecules 2025 dataset
Level of theory: wB97M-V/def2-TZVPD

ORCA input file:
```
! wB97M-V def2-TZVPD RIJCOSX def2/J DEFGRID3
* xyz 1 2
C 0.148 2.193 0.984
N -0.377 0.873 0.636
C -0.669 0.845 -0.814
H 1.121 2.469 0.549
H -0.490 3.111 0.729
H 0.162 2.202 2.103
H -1.264 0.778 1.130
H -1.559 1.504 -0.957
H -1.018 -0.168 -1.113
H 0.249 1.058 -1.373
N 1.011 -1.914 0.468
C 0.046 -2.411 -0.419
O 0.384 -2.216 -1.739
O -0.935 -3.084 -0.092
H 0.690 -2.200 1.374
H 1.141 -0.899 0.387
H 1.360 -2.141 -1.852
*
```

Properties
* HOMO level (alpha / beta): -0.5252 / -0.5209 Eh
* ⟨S²⟩: 0.755
* lowest unoccupied orbital energy (alpha / beta): -3.66 / -9.30 eV

Stability verdict: one), ahead by 18.0 kcal/mol